Here is C10H30O5P2SSiW as an isolated structure from the OMol25 dataset. Energies are from ωB97M-V/def2-TZVPD.

Output
<S²>: 2.013
Multiplicity: 3
LUMO (spin up / spin down), eV: -0.05 / -0.52
HOMO-LUMO gap (spin up / spin down), Eh: 0.270 / 0.300

Geometry as XYZ:
```
50
C10H30O5P2SSiW (ωB97M-V/def2-TZVPD)
W 0.02 0.23 0.26
Si -0.30 -2.15 -0.19
P 2.40 -0.34 0.47
P -2.55 0.01 0.75
H 0.96 0.33 -1.13
C 3.20 1.24 0.78
H 4.28 1.05 0.89
H 2.80 1.68 1.71
H 3.04 1.93 -0.06
C 3.34 -1.16 -0.85
H 4.40 -1.17 -0.57
H 3.21 -0.60 -1.79
H 2.98 -2.19 -0.99
C 2.83 -1.28 1.97
H 3.92 -1.47 1.94
H 2.30 -2.23 1.99
H 2.57 -0.70 2.86
C -2.98 1.73 1.11
H -4.08 1.77 1.18
H -2.64 2.38 0.29
H -2.52 2.03 2.06
C -3.59 -0.50 -0.65
H -4.64 -0.35 -0.37
H -3.41 -1.56 -0.88
H -3.34 0.11 -1.52
C -3.17 -0.85 2.23
H -4.27 -0.77 2.23
H -2.74 -0.36 3.12
H -2.86 -1.90 2.20
C -0.35 -2.53 -2.05
H 0.55 -2.18 -2.55
H -1.25 -2.08 -2.51
H -0.41 -3.62 -2.14
H 0.82 -3.04 0.29
H -1.54 -2.81 0.34
C 0.15 1.30 -1.92
O -1.02 1.25 -1.22
C 0.78 2.68 -1.87
H 1.22 2.91 -2.84
H 1.57 2.77 -1.11
H 0.01 3.43 -1.66
C 0.00 0.75 -3.34
H -0.96 1.11 -3.74
H 0.00 -0.35 -3.38
H 0.81 1.13 -3.97
O -0.07 -0.52 2.34
S 0.09 0.91 3.01
O 1.34 0.92 3.77
O 0.21 1.83 1.76
O -1.13 1.22 3.74
```